Record 1
A cluster of 7 separate species, C26H52O10S in total at a distorted geometry. Source: OMol25; level of theory: the ωB97M-V functional and the def2-TZVPD basis.

Energy above the lowest of the compared OMol25 structures with the same formula, charge and spin, kcal/mol: 60.02
Orbital gap, eV: 9.3057
HOMO energy, Ha: -0.3342
LUMO energy, eV: 0.2127
Structure (SMILES): O=S1(=O)OCCO1.C1CCOC1.C1CCOC1.C1CCOC1.C1CCOC1.C1CCOC1.C1CCOC1

Geometry as ORCA input:
```
! wB97M-V def2-TZVPD RIJCOSX def2/J DEFGRID3
* xyz 0 1
S -1.5707 -0.3477 0.4420
O 4.5355 1.5510 -2.2858
O -2.3620 0.1910 -0.6915
O 1.5951 -4.1994 4.0237
O -1.5214 5.6555 4.9853
O -0.4526 0.7576 1.0155
O -7.2192 5.2572 0.0971
O -2.2568 -1.0979 1.5456
O 5.8182 -5.3494 -3.4090
O -3.1327 -6.2401 -4.7449
O -0.3198 -1.3200 -0.1221
C 6.1313 -3.1600 -4.3280
C 0.7856 0.2020 1.2848
C -3.5901 6.6520 4.6923
C 7.0660 -4.2056 -4.9179
C -2.3795 -5.8733 -3.6343
C 4.1846 2.8300 -2.9227
C -2.2832 4.7166 4.2324
C -6.6868 6.4786 -0.3792
C 5.5386 1.7892 -1.2041
C -6.4101 4.2472 -0.5748
C 2.8288 -3.8301 4.6829
C 0.9482 -0.7357 0.1173
C 7.1563 -5.2662 -3.8774
C -3.7216 5.1617 4.5280
C 0.4935 -4.0747 4.8641
C -4.4255 -6.5884 -4.3742
C 2.3959 -3.3802 6.0120
C -2.1061 6.9285 4.7971
C -5.9975 4.8222 -1.9191
C -4.7488 -5.9906 -2.9872
C 5.2187 -4.0372 -3.4565
C 4.3252 3.7804 -1.8076
C -3.3169 -6.0807 -2.4081
C -6.2513 6.2759 -1.8336
C 5.4707 3.2845 -0.9815
C 0.9330 -3.0710 5.8834
H -5.4222 6.8941 -2.1779
H -4.0781 7.2047 3.8894
H -5.8739 6.7955 0.2741
H -4.4989 4.9465 3.7947
H 6.8631 -2.6011 -3.7446
H 5.6156 -2.5294 -5.0522
H 2.9733 -2.5695 6.4566
H 4.3335 4.8492 -2.0213
H -5.1401 -4.9754 -3.0533
H 3.3190 -3.0157 4.1494
H 4.7263 3.0531 -3.8419
H 0.6175 -0.2261 2.2730
H 2.4593 -4.2008 6.7266
H 4.2061 -4.0748 -3.8583
H -3.1608 -7.1048 -2.0691
H -1.4589 -6.4568 -3.6418
H 0.7686 -2.0758 5.4703
H 0.4441 -3.2294 6.8446
H -4.4476 -7.6778 -4.3456
H 6.7186 -4.6857 -5.8328
H -4.0479 7.1042 5.5721
H 5.2804 -3.5984 -2.4607
H -5.0938 -6.3688 -5.2069
H 1.1434 -0.1286 -0.7666
H -3.0649 -5.3156 -1.6738
H 6.5200 1.4178 -1.4990
H -3.9612 4.7328 5.5010
H 0.2547 -5.0874 5.1891
H 1.6870 -1.5306 0.2191
H -1.8077 7.6901 5.5176
H -2.1869 -4.8056 -3.7402
H 5.2240 1.2129 -0.3341
H -0.3426 -3.6260 4.3276
H 6.3737 3.7539 -1.3718
H 3.4653 3.6742 -1.1462
H -2.0550 3.6980 4.5464
H -5.5173 4.0956 0.0320
H 1.4952 1.0294 1.2803
H 7.5100 -6.2340 -4.2327
H 7.9084 -5.0215 -3.1273
H 3.5023 -4.6725 4.8413
H -6.7510 4.3262 -2.5309
H -1.7732 7.3167 3.8345
H -6.8685 3.2710 -0.7329
H 3.1372 2.8366 -3.2245
H -7.0876 6.6513 -2.4233
H 8.0805 -3.8325 -5.0583
H -1.9690 4.8404 3.1961
H 5.3015 3.3698 0.0919
H -7.4880 7.2168 -0.4147
H -5.4568 -6.5953 -2.4205
H -5.0495 4.5263 -2.3683
*
```

Record 2
A cluster of 8 separate species, C26H53BCl14INO5P in total at a distorted geometry. Source: OMol25; level of theory: the ωB97M-V functional and the def2-TZVPD basis.

Orbital gap, eV: 5.3892
HOMO energy, Ha: -0.1414
LUMO energy, eV: 1.5414

Geometry as ORCA input:
```
! wB97M-V def2-TZVPD RIJCOSX def2/J DEFGRID3
* xyz -1 1
I -1.7973 0.1080 -1.6512
Cl 1.7904 -7.3530 2.5200
Cl 6.2687 0.3846 4.0390
Cl 2.5935 -2.7270 4.1596
Cl -2.4424 4.2374 -5.9525
Cl -0.0117 -1.7181 2.4013
Cl -0.3774 0.8962 -10.7616
Cl -0.3693 0.9113 -7.3471
Cl 3.6964 1.4604 2.0622
Cl 2.8914 3.9171 -8.6183
Cl 4.2486 -11.7306 2.4007
Cl 1.0961 -10.5494 3.3638
Cl 4.3393 -5.2824 1.5825
Cl 2.7849 0.5874 -9.2880
Cl -4.2318 6.2939 -7.9966
P -1.9961 1.1699 2.1682
O 0.6002 0.9957 4.2769
O -4.7641 5.7056 -0.8377
O -3.1949 4.9508 -2.2283
O -3.2450 -1.0731 3.5172
O -1.4849 4.5490 3.6040
N -1.2235 2.2695 3.5502
C -1.3741 1.9153 -9.6871
C -3.8470 5.2386 -5.4968
C -0.7782 3.5825 3.3329
C -3.5070 3.0006 0.3466
C -3.3691 2.4838 1.7681
C 4.4750 -6.8436 2.4298
C 0.6444 -3.3912 2.4111
C -0.6440 2.3016 -8.4286
C 1.6200 -12.2310 3.0469
C 3.6694 2.6092 -7.6855
C -3.7179 5.0989 -0.9694
C -4.0459 1.0331 4.6211
C 1.1763 -3.7373 3.7736
C -0.8859 1.7396 5.9485
C 3.0446 -12.5293 3.4423
C -0.7309 1.7921 0.8373
C 3.4200 -7.8283 1.9983
C -2.9924 4.4519 0.1661
C 4.5938 0.7547 4.5470
C 0.6645 3.8859 2.9497
C -4.8502 5.3474 -6.6129
C 4.1430 1.4858 -8.5705
C 3.5780 0.4008 3.4962
C 0.8205 1.4254 -1.1033
C -0.3375 0.8345 -0.2697
C -0.4301 1.6119 4.5079
B -3.1742 0.3183 3.5073
H 0.1954 1.7810 1.4097
H -3.2733 4.9985 1.0532
H -5.7409 5.8578 -6.2521
H 4.5509 1.8101 4.8017
H -3.4768 6.2132 -5.1932
H 0.3220 2.7460 -8.6541
H 3.6180 -8.7951 2.4445
H -4.3053 4.7642 -4.6316
H -2.2908 1.3746 -9.4678
H -1.6892 2.4558 6.0384
H 1.4862 -4.7802 3.8112
H -1.2397 3.0221 -7.8719
H -4.2809 1.9221 1.9611
H -4.5601 3.0570 0.0854
H 0.8630 4.9357 3.1041
H 1.3934 0.6057 -1.5229
H 5.4604 -7.2450 2.1984
H 3.4040 -7.9425 0.9173
H -3.7063 2.0215 4.8989
H -3.4281 3.3086 2.4764
H -1.0225 0.0846 2.4168
H -5.1374 4.3676 -6.9841
H 4.4233 -6.6474 3.4978
H 2.5719 0.5237 3.8983
H 4.4006 0.1720 5.4459
H -0.1600 -4.0748 2.1416
H -5.0659 1.0566 4.2493
H -2.2359 4.9276 -2.1584
H 0.8914 3.6210 1.9280
H 4.5183 3.0523 -7.1679
H 1.3023 3.3274 3.6261
H -3.5236 -1.4006 2.6600
H -3.0422 2.4007 -0.4288
H 3.2416 -12.2335 4.4691
H 1.4223 -3.4570 1.6529
H -1.2567 0.7698 6.2627
H 4.7198 0.7766 -7.9792
H -2.6159 0.3061 1.1491
H -1.9226 4.4727 -0.0175
H 0.9588 -12.8670 3.6331
H 0.0807 -0.0284 0.2220
H 0.4335 -3.5683 4.5494
H -1.6273 2.8130 -10.2483
H -4.0439 0.4200 5.5218
H -0.8275 2.8303 0.5156
H 3.2249 -13.5985 3.3484
H 4.7706 1.8534 -9.3782
H -0.0344 2.0049 6.5576
H 0.3952 1.9347 -1.9595
H 2.9561 2.2563 -6.9451
H 1.4510 -12.4357 1.9931
H 3.6901 -0.6223 3.1620
H 1.4253 2.0964 -0.5114
*
```

Record 3
A structure of composition C26H53Cl21IP at a distorted geometry. Source: OMol25; level of theory: the ωB97M-V functional and the def2-TZVPD basis.

Orbital gap, eV: 8.9796
HOMO energy, Ha: -0.3194
LUMO energy, eV: 0.2896

Geometry as ORCA input:
```
! wB97M-V def2-TZVPD RIJCOSX def2/J DEFGRID3
* xyz 0 1
I -1.4850 -3.8179 1.0716
Cl 6.7949 -6.0044 -7.9969
Cl 4.9425 -1.7216 -8.3624
Cl 0.4717 2.0686 3.0758
Cl -4.0120 7.8718 -1.9063
Cl 0.7839 -4.2064 9.1111
Cl 2.3478 -4.2513 -3.6785
Cl -7.3149 2.3457 3.0337
Cl -2.4867 -4.6465 4.8899
Cl -1.9472 4.6799 6.2405
Cl -6.4693 5.7069 -0.9606
Cl 6.8444 -3.5184 -5.6755
Cl 2.1948 -2.5821 6.4782
Cl -3.2860 0.6064 4.6140
Cl 6.1549 0.0571 -10.9909
Cl -3.4555 4.8507 3.1802
Cl -3.9643 -0.0664 1.3459
Cl 1.5238 2.1121 6.3043
Cl 2.1566 2.0546 -7.8900
Cl 4.8174 3.5092 -9.4301
Cl -5.5616 3.6931 5.5119
Cl -0.5579 -1.9449 4.2056
P 0.4920 -3.9708 -1.4367
C 2.0847 1.0227 5.0080
C -6.9384 4.4518 4.6763
C -4.6246 -0.9119 2.7705
C -1.1050 -4.0473 5.8498
C 2.1130 1.7058 3.6629
C 6.7235 0.1204 -9.3020
C 2.1747 2.8144 -9.5018
C -4.8288 0.0252 3.9348
C -1.8659 4.1307 3.5635
C 2.4947 -3.7384 8.9374
C 3.4906 2.6093 -10.2098
C 1.3866 -3.0132 -2.7791
C -2.0664 -2.6616 -1.7054
C 2.6504 -2.4346 8.1962
C 1.6152 -0.6669 -1.7538
C 5.8768 -5.9476 -6.4696
C 6.6328 -1.2218 -8.6216
C -7.9683 3.4185 4.2956
C -1.8410 3.4815 4.9235
C 5.4544 -4.5447 -6.1137
C -4.8859 5.9422 -0.1755
C -2.2027 -1.2343 -2.2989
C -4.4230 7.3754 -0.2444
C -0.8293 -2.8268 -0.7575
C -1.0095 -2.5443 5.8188
C 2.3347 -1.9901 -2.1343
H -5.4013 0.9029 3.6509
H -0.2776 -4.9192 -2.1653
H 3.6917 -2.1179 8.2228
H -1.6676 3.3817 2.7989
H 6.1341 0.8716 -8.7806
H -0.2016 -4.5108 5.4615
H 4.9328 -4.0647 -6.9365
H -6.5588 4.9706 3.7980
H -8.8619 3.8925 3.8928
H -1.1170 4.9145 3.4822
H -0.2400 -2.2046 6.5067
H 1.3741 2.3554 -10.0794
H 2.9011 -3.6392 9.9424
H 1.4181 -0.6485 -0.6814
H 1.9507 3.8709 -9.3766
H -5.5813 -1.3371 2.4707
H -7.3671 5.1868 5.3556
H -4.1739 5.2710 -0.6487
H 7.1265 -1.9993 -9.1995
H 3.0144 -4.5480 8.4313
H 2.2673 0.1737 -1.9789
H 3.4190 2.9728 -11.2336
H 2.6739 2.6366 3.6947
H 6.4948 -6.3872 -5.6907
H 3.7696 1.5585 -10.2360
H 2.5756 1.0463 2.9303
H -4.9992 5.6444 0.8644
H -1.4224 -0.5535 -1.9652
H 3.0892 0.6989 5.2758
H -5.3531 -0.4916 4.7375
H 2.7427 -2.4497 -1.2338
H -2.1902 -1.3012 -3.3876
H -0.9008 2.9461 5.0525
H 7.7603 0.4514 -9.3278
H 7.1020 -1.1708 -7.6406
H -2.9710 -2.9125 -1.1577
H -3.5229 7.4960 0.3562
H 0.6680 -0.5725 -2.2843
H -8.2521 2.8107 5.1509
H -1.9539 -3.3905 -2.5054
H 4.9942 -6.5704 -6.6049
H -0.4160 -1.8674 -0.4677
H 4.7917 -4.5657 -5.2505
H -3.9467 -1.7259 3.0227
H -2.6596 2.7771 5.0409
H -1.2546 -4.3851 6.8729
H 2.0406 -1.6499 8.6379
H 1.4315 0.1528 4.9957
H -1.9520 -2.0774 6.0991
H 3.1177 -1.7616 -2.8551
H -5.1835 8.0562 0.1300
H 0.6907 -2.5326 -3.4677
H -3.1740 -0.8246 -2.0245
*
```

Record 4
A structure of composition C26H53N2O11S2 at a distorted geometry. Source: OMol25; level of theory: the ωB97M-V functional and the def2-TZVPD basis.

Energy above the lowest of the compared OMol25 structures with the same formula, charge and spin, kcal/mol: 0.00
Orbital gap, eV: 7.3783
HOMO energy, Ha: -0.1970
LUMO energy, eV: 2.0178

Geometry as ORCA input:
```
! wB97M-V def2-TZVPD RIJCOSX def2/J DEFGRID3
* xyz -1 1
S 1.0461 1.1816 -4.8727
S 1.9229 1.4164 -7.4210
O 4.8031 1.9304 -7.4917
O 0.3291 2.4290 -4.7872
O -4.4100 -2.0160 1.7173
O 0.2373 -0.0134 -4.9189
O 2.5432 2.2078 -2.9067
O -0.4000 -2.7722 -0.3504
O 2.5222 0.4268 -8.2695
O 2.0357 1.2765 5.1037
O -1.0683 1.3957 -0.4433
O 0.5383 1.6608 -7.7095
O -1.9637 -2.8347 5.4094
N 2.2722 1.1386 -5.9023
N 2.7150 2.9174 -7.7208
C -1.8220 0.3665 -1.1032
C 1.9485 1.0165 -3.3205
C 3.2597 1.4291 4.3779
C 0.6994 -2.8464 -1.2676
C -6.0091 -3.6912 2.1908
C -0.5402 -4.0119 0.3395
C 1.9606 3.7396 -8.6749
C -2.9381 0.8887 0.9150
C 0.3627 -2.7888 5.8385
C -5.1632 -3.0557 1.0930
C -1.6046 1.6241 0.8568
C -2.6871 -0.2786 -0.0335
C 0.3464 -5.0134 -0.3902
C 1.4637 -4.1145 -0.9136
C 2.2074 2.5901 -1.5892
C -4.9222 -1.7710 3.0262
C -1.4288 -1.6464 4.8104
C 2.7348 3.5243 5.3378
C -0.9542 -3.4645 6.2005
C -6.2505 -2.5065 3.1241
C -0.0970 -1.3759 5.4901
C 1.2471 3.7653 -1.5799
C 3.4221 2.9197 4.1166
C 4.0894 2.8091 -7.9724
C 4.7192 3.8975 -8.8300
C 1.5806 2.5549 5.5537
H 4.4631 3.2176 4.0044
H 2.4025 4.5508 5.1926
H 2.6914 0.2388 -3.4844
H 3.4108 3.5027 6.1961
H 0.7996 -3.2663 4.9582
H -7.0578 -1.8813 2.7349
H 0.6939 -5.8192 0.2557
H 1.3666 4.3276 -2.4956
H 0.9054 3.6875 -8.4746
H -5.7925 -2.6089 0.3148
H 1.4762 4.4556 -0.7733
H 4.5410 4.8574 -8.3624
H 2.0039 -4.5307 -1.7620
H -0.1971 -5.4574 -1.2272
H -3.5969 -0.7207 -0.4309
H 0.2219 3.4371 -1.4869
H 0.2991 -2.8924 -2.2846
H -5.4333 -4.4614 2.7088
H 4.3525 3.8898 -9.8483
H 1.2007 0.6339 -2.6327
H 1.8252 1.7602 -1.0022
H 0.5964 -0.8269 4.8582
H -1.1375 -0.3387 -1.5731
H 5.7761 3.6928 -8.8570
H -4.4793 -3.7615 0.6202
H 3.2102 0.8414 3.4612
H 2.8868 3.2030 3.2082
H -3.2095 0.5852 1.9257
H 3.1309 2.9071 -1.1081
H 1.2779 2.4811 6.5992
H -2.1238 -1.0594 0.4764
H -2.4266 0.8345 -1.8865
H 1.3050 -1.9447 -1.1774
H -1.2939 -1.8324 3.7394
H -6.5035 -2.7923 4.1439
H -0.9001 1.2190 1.5951
H -0.2120 -3.8716 1.3767
H -5.0236 -0.6946 3.1770
H -6.9228 -4.1464 1.8110
H 2.1835 -3.9121 -0.1166
H 2.2614 4.7717 -8.5335
H -3.7377 1.5234 0.5229
H -2.1403 -0.8283 4.9307
H -4.1969 -2.1593 3.7495
H -1.1991 -3.3144 7.2586
H -0.9532 -4.5360 5.9949
H 4.0778 1.0422 4.9957
H 0.7066 2.8397 4.9583
H 2.1732 3.4798 -9.7047
H 1.0943 -2.8269 6.6443
H -0.2505 -0.7975 6.4044
H -1.5922 -4.3025 0.3476
H -1.7016 2.6990 1.0251
*
```

Record 5
A cluster of 10 separate species, C26H54N2O28 in total at a distorted geometry. Source: OMol25; level of theory: the ωB97M-V functional and the def2-TZVPD basis.

Energy above the lowest of the compared OMol25 structures with the same formula, charge and spin, kcal/mol: 99.04
Orbital gap, eV: 10.0400
HOMO energy, Ha: -0.3811
LUMO energy, eV: -0.3313
Structure (SMILES): C[N+](=O)[O-].C[N+](=O)[O-].COC(=O)OC.COC(=O)OC.COC(=O)OC.COC(=O)OC.COC(=O)OC.COC(=O)OC.COC(=O)OC.COC(=O)OC

Geometry as ORCA input:
```
! wB97M-V def2-TZVPD RIJCOSX def2/J DEFGRID3
* xyz 0 1
O 1.3300 6.0758 1.5501
O -2.0261 4.5927 -4.1207
O -2.3043 6.5798 -4.9669
O 1.1458 -2.4398 3.1854
O 2.4402 4.5974 2.9803
O 0.3516 4.3012 2.6405
O -0.5075 0.9531 6.0582
O -0.9813 2.2463 -0.3405
O -4.8600 -0.2023 0.6718
O 2.7466 -0.3903 -4.8526
O -3.5309 5.9633 -3.0937
O 1.5501 -1.8685 -5.8971
O 4.4993 -1.9516 -0.8245
O -4.2779 -2.1585 -0.3915
O -6.2229 -1.3761 -0.6547
O -0.9353 1.0504 1.4728
O -1.1967 0.0162 7.9060
O -0.9489 -4.5066 -2.6800
O -2.7117 1.0401 6.5796
O -0.3702 -4.0819 2.6271
O -0.9056 -6.4479 -3.5594
O 3.5988 1.2353 0.0828
O 2.5904 1.0818 1.9416
O 4.8746 1.5930 1.9700
O 1.1159 -1.5401 -3.7235
O 1.7374 -4.1004 1.8279
O 1.0680 -5.4813 -2.5996
O 2.3274 -2.3141 -0.6286
N 3.4646 -2.5495 -1.1485
N -0.6964 1.2242 0.2858
C -7.1720 -0.3002 -0.6785
C 3.0655 0.4653 -3.7579
C 4.6943 1.5950 -0.7157
C 3.7504 1.2875 1.4302
C 3.7495 5.0310 2.9447
C -0.9169 4.5938 2.2318
C -2.1864 -0.3678 8.8510
C -0.6519 1.8091 4.9269
C -2.0456 3.5469 -3.1972
C -2.6287 5.7768 -3.9260
C 1.7325 -1.3082 -4.7196
C 1.4796 -5.3966 1.1776
C 0.7454 -3.5824 2.5377
C 0.2011 0.1587 -0.3718
C -5.1201 -1.1906 -0.0701
C 0.4185 -2.6902 -6.0907
C -0.4734 -3.4240 -1.8926
C -3.1046 7.7206 -5.2767
C -0.1329 -5.4519 -2.9594
C 2.4147 1.1474 3.3952
C 3.5161 -3.4195 -2.3068
C -2.9943 -2.2025 0.2405
C -1.5938 0.6782 6.8113
C 1.3731 5.1297 2.3311
C 0.1838 -1.5297 3.6529
C -0.2007 -7.5847 -4.1063
H 1.5277 1.7692 3.5164
H -0.6172 -3.6645 -0.8392
H -0.9100 -2.4512 -2.1187
H -1.6059 1.9362 4.4151
H -2.5067 0.4645 9.4777
H -0.1127 1.1937 4.2068
H 0.5995 -3.2467 -1.8180
H -7.9799 -0.6561 -1.3178
H -3.2212 -2.2277 1.3063
H -2.4292 -1.3112 -0.0321
H 4.0706 -2.8365 -3.0421
H 3.9529 6.0881 2.7739
H 3.8869 -4.4088 -2.0386
H -0.4752 -2.1001 -6.2934
H -1.6241 4.0905 2.8911
H -6.6890 0.5999 -1.0589
H 0.6929 -7.8101 -3.5242
H 2.3445 0.4423 -2.9408
H 0.5825 -5.8811 1.5629
H 4.3278 4.6269 3.7756
H -4.1641 7.4656 -5.2988
H -0.4446 -1.9852 4.4181
H -1.4036 2.7458 -3.5633
H 3.0559 1.8617 3.9116
H 2.5575 -3.5764 -2.8014
H 4.2146 4.6312 2.0437
H 0.1190 0.0743 -1.4554
H -2.7585 8.0857 -6.2437
H 5.5262 0.9025 -0.5879
H -1.1429 5.6564 2.1432
H 4.9721 2.6420 -0.5946
H 0.2132 -7.3196 -5.0792
H -3.0081 -0.8172 8.2934
H -7.5040 -0.0915 0.3385
H 2.4076 0.1892 3.9147
H 4.1190 0.4857 -3.4789
H -1.7873 -1.1560 9.4895
H -0.7536 -8.5116 -4.2591
H -3.0596 3.1563 -3.1111
H -2.4505 -3.1414 0.1359
H -1.9228 3.6697 -2.1211
H -1.1373 4.3099 1.2028
H -0.1451 2.7614 5.0835
H 0.5909 -3.3338 -6.9533
H 2.2685 -6.1156 1.3987
H -2.9299 8.5904 -4.6435
H 1.1941 0.5037 -0.0834
H 0.3295 -3.3273 -5.2107
H 0.5940 -0.6611 4.1680
H 1.2897 -5.2250 0.1181
H 4.4070 1.5788 -1.7670
H -0.0736 -0.8185 0.0254
H -0.4690 -0.9927 2.9646
H 3.0136 1.5113 -4.0599
*
```